C47H136N8O23 | wB97M-V/def2-TZVPD

ORCA input file:
```
! wB97M-V def2-TZVPD RIJCOSX def2/J DEFGRID3
* xyz 1 2
O -19.86 -34.04 21.06
O -15.84 -27.64 13.25
O -18.38 -36.96 10.77
O -13.08 -29.17 15.64
O -11.46 -28.92 17.76
O -18.39 -32.27 14.57
O -17.31 -33.87 19.80
O -15.89 -35.69 18.07
O -14.81 -32.18 10.09
O -14.65 -28.14 20.21
O -22.15 -34.31 11.05
O -23.35 -31.43 17.96
O -19.64 -26.43 16.88
O -13.88 -29.61 12.92
O -19.14 -30.13 19.72
O -22.38 -35.17 15.21
O -15.50 -25.05 14.55
O -10.61 -32.46 18.06
O -20.04 -30.70 8.62
O -14.90 -32.97 18.69
O -17.76 -36.93 13.76
O -10.80 -34.10 13.48
O -13.76 -32.98 13.66
N -20.18 -32.94 16.83
N -16.95 -28.79 9.29
N -17.66 -31.87 21.63
N -21.41 -26.93 13.66
N -25.16 -36.47 11.04
N -15.47 -38.13 8.79
N -20.04 -38.15 15.22
N -15.01 -31.42 15.80
C -17.60 -37.08 9.64
C -17.17 -31.48 14.56
C -24.46 -31.74 18.72
C -15.65 -37.72 11.17
C -21.48 -31.26 15.81
C -10.61 -30.03 17.95
C -14.07 -34.10 18.43
C -19.42 -28.15 14.40
C -21.85 -32.89 10.79
C -19.11 -32.28 13.35
C -16.41 -38.04 9.90
C -18.66 -30.86 22.00
C -21.21 -31.92 17.14
C -15.95 -32.29 10.88
C -18.40 -34.63 19.24
C -20.10 -26.06 15.62
C -20.64 -27.30 14.86
C -19.31 -28.95 18.98
C -11.44 -31.32 17.86
C -18.51 -29.48 10.94
C -19.06 -29.69 8.38
C -17.04 -31.00 17.03
C -18.37 -30.44 23.47
C -23.13 -37.01 9.84
C -15.26 -28.48 18.96
C -21.41 -36.10 14.68
C -16.43 -31.73 15.85
C -14.72 -35.09 17.47
C -19.75 -34.05 19.64
C -11.95 -34.66 13.99
C -16.48 -26.03 15.00
C -13.25 -34.27 13.31
C -12.75 -28.81 13.34
C -19.19 -25.44 17.78
C -12.20 -29.46 14.61
C -20.99 -37.14 15.70
C -15.89 -27.48 14.68
C -18.58 -29.72 20.97
C -22.44 -32.51 17.73
C -23.07 -34.49 14.24
C -23.53 -34.63 10.79
C -21.08 -30.80 7.64
C -20.17 -36.55 16.89
C -18.02 -29.76 9.49
C -19.31 -35.90 10.75
C -23.75 -36.19 10.98
C -17.07 -35.74 14.18
H -15.84 -27.62 18.61
H -22.07 -30.36 15.98
H -24.06 -32.10 19.67
H -17.86 -29.57 11.81
H -16.23 -31.31 11.26
H -18.83 -25.89 18.70
H -22.66 -32.18 10.98
H -22.02 -31.88 15.10
H -17.70 -36.93 12.80
H -21.58 -31.71 7.97
H -19.66 -31.28 21.90
H -21.83 -36.70 13.87
H -20.11 -37.25 17.72
H -15.52 -25.03 13.59
H -19.37 -31.35 12.86
H -20.65 -30.89 15.21
H -14.04 -35.89 17.19
H -19.55 -28.71 8.36
H -23.99 -34.27 9.87
H -16.42 -25.83 16.07
H -19.85 -35.82 11.69
H -13.07 -33.83 18.09
H -16.56 -31.81 13.71
H -11.29 -28.91 14.88
H -11.83 -35.74 13.95
H -14.64 -38.12 11.30
H -15.94 -29.33 18.98
H -19.93 -28.22 19.50
H -18.55 -29.89 7.44
H -20.52 -35.59 14.30
H -19.29 -37.72 14.70
H -19.34 -30.14 11.15
H -19.51 -25.49 14.91
H -23.23 -36.45 11.89
H -21.64 -29.86 7.58
H -18.10 -31.23 17.13
H -18.14 -37.41 8.74
H -17.56 -29.43 20.70
H -9.81 -29.98 17.21
H -13.48 -32.34 13.00
H -21.72 -32.78 9.71
H -21.95 -27.73 13.34
H -25.71 -36.24 10.23
H -16.55 -33.89 19.22
H -20.05 -24.82 18.03
H -17.07 -35.56 15.26
H -13.53 -30.34 12.41
H -20.01 -36.02 9.92
H -18.77 -34.96 10.67
H -18.43 -24.78 17.34
H -20.69 -35.67 17.26
H -17.21 -27.84 9.52
H -20.65 -33.68 16.33
H -16.47 -32.80 16.05
H -22.41 -33.93 13.59
H -20.57 -34.67 19.25
H -25.02 -32.51 18.19
H -11.93 -31.33 16.89
H -18.33 -35.71 19.37
H -17.11 -36.13 9.44
H -17.32 -30.44 14.27
H -16.00 -35.86 14.02
H -14.37 -28.98 20.59
H -10.19 -32.64 17.22
H -21.84 -37.68 16.10
H -14.49 -32.47 19.40
H -17.45 -25.74 14.60
H -20.98 -32.67 11.40
H -17.40 -29.94 23.54
H -15.75 -32.84 11.80
H -14.99 -34.53 16.57
H -12.93 -34.31 12.27
H -12.05 -28.78 12.51
H -18.92 -28.47 11.05
H -19.20 -28.93 21.38
H -17.63 -30.78 9.51
H -12.05 -34.47 15.06
H -19.20 -29.84 23.86
H -16.19 -38.12 12.02
H -22.25 -33.08 18.64
H -19.42 -32.63 16.25
H -15.48 -36.65 11.33
H -20.79 -34.01 21.29
H -13.70 -29.90 15.58
H -18.74 -27.57 13.77
H -25.13 -30.90 18.92
H -11.85 -30.49 14.59
H -14.95 -27.69 15.19
H -23.60 -33.71 14.79
H -21.02 -25.50 15.77
H -14.38 -28.76 18.39
H -24.03 -34.05 11.56
H -11.02 -33.71 12.62
H -25.21 -37.46 11.25
H -15.27 -28.41 13.14
H -16.27 -28.97 10.01
H -19.83 -29.14 18.04
H -14.72 -31.69 16.72
H -23.68 -37.94 9.66
H -22.92 -33.29 17.13
H -18.37 -28.45 18.75
H -17.08 -29.92 16.93
H -14.10 -31.89 10.66
H -21.28 -27.88 15.52
H -18.94 -28.64 15.25
H -18.21 -31.27 24.15
H -18.41 -32.84 12.73
H -23.10 -36.47 8.89
H -20.84 -31.18 17.85
H -14.07 -34.97 13.42
H -17.85 -31.89 20.64
H -13.86 -34.63 19.36
H -19.14 -36.28 16.64
H -18.33 -34.61 18.15
H -16.51 -31.22 17.96
H -20.67 -31.05 6.67
H -19.74 -28.99 13.79
H -15.64 -36.49 18.53
H -19.70 -38.64 16.03
H -15.91 -38.62 8.03
H -14.87 -38.90 9.06
H -19.84 -32.99 19.43
H -22.10 -37.16 10.14
H -17.46 -34.85 13.71
H -13.12 -27.80 13.52
H -16.60 -28.18 15.13
H -23.83 -35.15 13.82
H -16.77 -32.88 10.47
H -11.92 -28.97 16.92
H -10.04 -30.02 18.88
H -12.20 -31.20 18.64
H -22.09 -26.31 14.08
H -16.87 -39.02 10.03
H -14.58 -32.00 15.09
H -16.80 -31.35 21.70
H -20.02 -32.86 13.53
*
```

Values from the calculation:
* LUMO (alpha / beta): -2.53 / -7.61 eV
* gap between HOMO and LUMO (alpha / beta): 7.39 / 2.30 eV
* E_HOMO (alpha / beta): -9.917 / -9.914 eV

Atom charges from the Löwdin analysis, given in e for atoms 1 to 8: O -0.082; O -0.075; O -0.199; O -0.094; O -0.069; O -0.224; O -0.078; O -0.064

C11H9O4 | wB97M-V/def2-TZVPD

ORCA input file:
```
! wB97M-V def2-TZVPD RIJCOSX def2/J DEFGRID3
* xyz -1 1
O -3.50 -0.98 0.52
O 0.10 -1.94 2.41
O -3.06 1.27 0.50
O -2.06 -2.50 1.91
C 0.78 -0.22 -1.87
C 0.68 1.96 -0.22
C -1.58 -0.17 1.93
C 1.37 0.96 -2.26
C 1.32 2.07 -1.37
C -0.66 0.89 1.43
C -0.37 -1.59 -0.14
C 0.02 -0.41 -0.62
C -1.08 -1.58 1.80
C -2.85 0.08 0.76
C -0.07 0.81 0.17
H 0.77 2.73 0.57
H 1.75 3.04 -1.73
H -0.53 1.91 1.86
H -1.99 -0.05 2.92
H 1.04 -1.03 -2.59
H -2.71 -2.17 1.31
H -0.03 -2.90 2.74
H -0.31 -2.48 -0.70
H 1.77 1.08 -3.32
*
```

Values from the calculation:
* energy relative to the best compared isomer or geometry (same formula, charge and spin): 65.9 kcal per mole
* LUMO (alpha / beta): 3.35 / 3.35 eV
* gap between HOMO and LUMO (alpha / beta): 6.73 / 6.74 eV
* E_HOMO (alpha / beta): -3.384 / -3.384 eV

Atom charges from the natural (NBO) analysis, given in e for atoms 1 to 8: O -0.775; O -0.713; O -0.702; O -0.752; C -0.169; C -0.136; C -0.506; C -0.252

C4H5NO2 | wB97M-V/def2-TZVPD

ORCA input file:
```
! wB97M-V def2-TZVPD RIJCOSX def2/J DEFGRID3
* xyz 0 1
O 0.91 1.44 -1.61
O -2.50 0.01 1.01
N 1.01 0.17 0.32
C -0.20 -0.55 0.75
C 0.90 1.36 -0.40
C -1.53 -0.04 0.29
C 0.71 -1.08 -0.31
H 0.37 -1.04 -1.35
H -0.18 -0.95 1.76
H -1.58 0.27 -0.77
H 0.89 2.24 0.26
H 1.38 -1.90 -0.06
*
```

Values from the calculation:
* energy relative to the best compared isomer or geometry (same formula, charge and spin): 44.9 kcal per mole
* LUMO: 0.63 eV
* gap between HOMO and LUMO: 10.83 eV
* E_HOMO: -10.198 eV
* structure (SMILES): O=C[C@H]1CN1C=O

Atom charges from the natural (NBO) analysis, given in e for atoms 1 to 8: O -0.543; O -0.493; N -0.431; C -0.166; C 0.531; C 0.401; C -0.231; H 0.221